Record 1
Computed, not measured: a cluster of 7 separate species, C28H74BN10O9 in total, with ωB97M-V/def2-TZVPD.

Output
* ΔE to the lowest compared entry with this formula, charge and spin: 0.0 kcal/mol
* net charge: +1
* multiplicity: 1
* strongest force on any atom: 0.74 eV/Å
* lowest unoccupied orbital energy: -3.4 eV

Cartesian coordinates (Å):
1 N -3.3604 1.6864 4.3854
2 C -2.4571 1.9595 3.5537
3 C -0.9615 1.9019 3.8605
4 C -0.6708 0.5487 4.3768
5 N -0.5008 0.2203 5.6271
6 N -0.3068 -1.1274 5.6027
7 C -0.3601 -1.6135 4.3824
8 N -0.5842 -0.5704 3.5881
9 O -0.6785 -0.5794 2.2428
10 B -2.0080 -0.6634 1.6978
11 O -3.0783 -1.1276 2.3982
12 O -2.0450 -0.3438 0.4015
13 H -2.9726 1.4656 5.3064
14 H -2.7478 2.2218 2.5389
15 H -0.3873 2.0597 2.9496
16 H -0.6569 2.6500 4.5841
17 H -0.1514 -1.6481 6.4603
18 H -0.2515 -2.6354 4.0679
19 H -3.2838 -0.6864 3.2304
20 H -2.9483 -0.3113 0.0656
21 C -3.1728 6.2619 2.1767
22 C -1.9970 5.3916 1.7485
23 C -0.7856 6.1843 1.2382
24 O -0.9286 6.6870 -0.0694
25 C -1.6160 7.9228 -0.1812
26 N -2.4653 4.4061 0.7667
27 H -3.7100 6.6637 1.3187
28 H -3.8854 5.6744 2.7551
29 H -2.8414 7.0969 2.7956
30 H -1.6578 4.8426 2.6366
31 H 0.0711 5.5045 1.1943
32 H -0.5214 6.9905 1.9347
33 H -1.4024 8.5754 0.6696
34 H -2.6951 7.7784 -0.2680
35 H -1.2652 8.4080 -1.0901
36 H -1.7063 3.7639 0.5517
37 H -2.6274 4.8936 -0.1102
38 C 4.9504 -0.8409 1.9689
39 C 3.4530 -1.1010 2.0690
40 C 2.7982 -1.5797 0.7672
41 O 2.5742 -0.5581 -0.1778
42 C 3.6755 -0.2574 -1.0225
43 N 2.7822 0.1033 2.5759
44 H 5.1657 0.0847 1.4359
45 H 5.3824 -0.7467 2.9642
46 H 5.4582 -1.6584 1.4556
47 H 3.3094 -1.9006 2.8042
48 H 1.8007 -1.9580 1.0188
49 H 3.3513 -2.4129 0.3164
50 H 4.2530 -1.1550 -1.2580
51 H 4.3315 0.4937 -0.5774
52 H 3.2729 0.1516 -1.9482
53 H 1.8014 -0.1166 2.7163
54 H 2.7733 0.7838 1.8203
55 C 1.4750 -1.7602 -5.2168
56 C -0.0200 -1.6358 -5.4925
57 C -0.7457 -0.6707 -4.5470
58 O -0.9915 -1.1870 -3.2513
59 C 0.0839 -1.0854 -2.3413
60 N -0.6221 -2.9705 -5.4913
61 H 1.6763 -2.3681 -4.3334
62 H 1.9771 -2.2379 -6.0562
63 H 1.9332 -0.7791 -5.0716
64 H -0.1332 -1.2253 -6.5004
65 H -1.7338 -0.4663 -4.9678
66 H -0.2173 0.2901 -4.4766
67 H 0.6586 -0.1672 -2.4945
68 H 0.7517 -1.9485 -2.4070
69 H -0.3386 -1.0639 -1.3365
70 H -1.5933 -2.9048 -5.7842
71 H -0.6696 -3.2912 -4.5284
72 C 6.9680 -2.1075 -9.0942
73 C 5.4730 -1.9713 -9.3628
74 C 4.7543 -1.0234 -8.3933
75 O 4.5087 -1.5652 -7.1087
76 C 5.5894 -1.4864 -6.2015
77 N 4.8716 -3.3062 -9.3919
78 H 7.1681 -2.7366 -8.2268
79 H 7.4591 -2.5726 -9.9477
80 H 7.4313 -1.1333 -8.9265
81 H 5.3583 -1.5373 -10.3605
82 H 3.7664 -0.8019 -8.8056
83 H 5.2886 -0.0681 -8.3052
84 H 6.1691 -0.5700 -6.3472
85 H 6.2517 -2.3515 -6.2832
86 H 5.1694 -1.4788 -5.1948
87 H 3.9009 -3.2361 -9.6825
88 H 4.8264 -3.6508 -8.4371
89 C -4.7109 -0.7133 -3.1472
90 C -4.8201 -0.0751 -4.5278
91 C -5.9130 0.9973 -4.6342
92 O -7.2276 0.4916 -4.7287
93 C -7.8477 0.1644 -3.5009
94 N -4.9742 -1.1347 -5.5269
95 H -5.5179 -1.4209 -2.9563
96 H -3.7715 -1.2617 -3.0673
97 H -4.7285 0.0471 -2.3615
98 H -3.8701 0.4301 -4.7292
99 H -5.7509 1.5555 -5.5597
100 H -5.8409 1.7168 -3.8068
101 H -7.5494 0.8563 -2.7069
102 H -7.6231 -0.8602 -3.1936
103 H -8.9239 0.2452 -3.6470
104 H -4.9357 -0.7295 -6.4576
105 H -5.9188 -1.5018 -5.4510
106 C 0.2908 -2.0565 12.0908
107 C -0.6765 -2.3650 10.9534
108 C -0.0745 -3.2468 9.8514
109 O 0.8107 -2.5743 8.9653
110 C 2.1459 -2.4395 9.4339
111 N -1.2187 -1.1047 10.4364
112 H 1.0283 -1.3064 11.8051
113 H -0.2544 -1.6604 12.9455
114 H 0.8208 -2.9538 12.4143
115 H -1.5109 -2.9307 11.3769
116 H -0.8926 -3.6116 9.2235
117 H 0.4208 -4.1274 10.2761
118 H 2.4480 -3.3090 10.0213
119 H 2.2719 -1.5340 10.0294
120 H 2.7952 -2.3643 8.5622
121 H -1.9533 -1.2986 9.7616
122 H -0.4878 -0.6401 9.9048

Force components x, y, z for each atom (eV/Å):
-0.188 -0.187 0.130
0.043 0.201 -0.100
-0.057 -0.212 -0.495
0.441 0.402 0.437
0.042 -0.425 -0.106
-0.082 0.092 -0.106
0.069 -0.190 0.004
-0.306 -0.056 0.205
0.106 0.182 0.050
-0.406 -0.315 -0.284
0.290 0.373 0.268
0.155 0.123 0.122
-0.060 0.022 0.090
-0.015 0.168 -0.120
0.079 0.057 -0.075
-0.057 0.040 0.196
0.106 0.087 0.157
0.037 -0.108 -0.014
-0.175 -0.099 0.077
0.006 -0.130 -0.242
-0.023 -0.013 0.112
-0.177 0.135 -0.122
0.160 -0.106 0.066
-0.072 0.049 0.008
0.035 -0.027 -0.112
0.224 -0.227 0.131
0.037 0.009 -0.039
-0.013 -0.025 -0.032
0.006 0.010 -0.015
0.069 0.003 -0.004
0.001 0.003 -0.040
-0.079 0.012 0.024
-0.020 -0.007 0.028
-0.013 0.043 0.070
0.027 -0.017 -0.001
0.015 0.029 -0.038
-0.119 0.010 0.015
0.035 -0.026 0.024
0.106 0.113 -0.108
-0.172 -0.169 0.066
0.098 0.012 -0.079
-0.105 0.089 -0.056
-0.099 -0.062 0.156
-0.036 0.004 -0.045
-0.022 0.032 0.012
-0.008 0.001 -0.016
-0.047 -0.015 -0.008
-0.017 0.007 -0.041
0.092 0.046 0.020
0.021 -0.008 0.025
0.070 -0.062 0.012
-0.026 -0.023 -0.002
-0.018 -0.002 -0.060
0.078 0.053 0.031
0.075 0.029 -0.065
0.121 -0.149 0.170
-0.155 0.077 -0.187
-0.012 0.084 0.086
-0.075 -0.134 0.137
-0.151 0.127 0.012
-0.061 0.008 0.031
-0.002 -0.011 -0.005
0.005 -0.003 0.003
-0.044 0.047 0.004
-0.026 -0.055 0.041
0.077 -0.040 0.011
0.037 -0.007 -0.031
0.107 0.080 -0.035
0.017 0.036 -0.046
0.030 -0.025 -0.081
0.067 -0.053 -0.007
0.067 0.047 -0.058
0.115 -0.128 0.141
-0.145 0.061 -0.160
0.080 0.054 0.050
-0.122 -0.088 0.064
-0.144 0.133 0.043
-0.038 0.005 0.027
-0.024 -0.037 -0.002
-0.004 -0.001 0.014
-0.046 0.044 0.005
-0.026 -0.035 0.040
0.073 -0.036 0.001
0.032 -0.006 -0.023
0.077 0.058 -0.021
-0.022 0.014 -0.009
0.035 -0.030 -0.094
0.068 -0.054 -0.010
0.170 -0.050 0.121
-0.136 -0.137 0.078
0.087 0.109 -0.127
-0.013 -0.012 0.089
-0.071 -0.030 -0.101
0.001 0.147 -0.071
-0.057 0.039 -0.049
0.015 -0.012 -0.042
-0.046 0.033 -0.010
-0.023 0.067 -0.009
-0.035 -0.023 -0.020
0.021 -0.052 0.050
0.026 -0.009 0.019
0.033 0.027 0.076
0.003 0.015 -0.019
0.077 -0.026 -0.001
0.023 -0.072 0.039
-0.003 -0.044 0.079
0.178 0.176 0.035
-0.230 -0.089 -0.016
-0.008 0.029 -0.184
0.017 0.109 -0.131
-0.003 -0.187 -0.241
0.004 -0.003 -0.042
-0.021 0.033 -0.019
0.008 0.001 -0.008
-0.013 -0.050 -0.045
0.019 0.032 -0.039
0.038 0.040 0.050
-0.016 0.000 0.032
0.012 -0.052 0.073
-0.016 -0.027 -0.014
-0.091 0.027 0.116
0.025 0.085 0.109


Record 2
Computed, not measured: a structure of composition C25H38Br2ClF6N2O11PS, with ωB97M-V/def2-TZVPD.

Output
* ΔE to the lowest compared entry with this formula, charge and spin: 49.1 kcal/mol
* net charge: 0
* multiplicity: 1
* strongest force on any atom: 5.06 eV/Å
* lowest unoccupied orbital energy: -0.5 eV

Cartesian coordinates (Å):
1 C 4.2109 -0.5411 1.9550
2 C 2.7326 -0.0191 2.1891
3 N 2.1265 0.2475 0.9062
4 C 1.3869 1.4250 0.5789
5 C 1.7437 2.7355 1.3648
6 C 3.2971 2.9906 1.3617
7 C 3.6557 4.0076 0.2309
8 O 4.0504 3.5868 -0.7783
9 Cl 3.4304 5.7685 0.4312
10 O 1.1646 2.8773 2.6724
11 S -0.0574 1.9345 3.1317
12 O -0.9646 2.7350 3.9331
13 O 0.5058 0.9884 4.0805
14 C -0.9580 1.0740 1.7551
15 C -2.5225 1.1170 1.8352
16 C -3.4250 1.8611 0.8290
17 C -4.2451 3.1255 1.2980
18 C -5.7516 3.0214 0.8465
19 C -4.2347 3.4928 2.8009
20 P -0.5806 -0.7842 2.3147
21 C -1.6244 -1.0972 3.8505
22 O -1.2787 -1.8847 1.2640
23 C -0.2147 1.3330 0.3987
24 O -0.6773 0.2624 -0.4593
25 N 0.2376 -0.5619 -1.0180
26 O -0.3016 -1.3090 -1.7544
27 C -0.5402 2.5653 -0.5112
28 Br -0.2628 2.2623 -2.4500
29 C -0.9587 3.8090 -0.2457
30 C -1.1542 4.2849 1.1904
31 Br -1.3219 5.1609 -1.6023
32 H 4.5473 -1.0976 2.8535
33 H 4.9143 0.2736 1.7084
34 H 4.1393 -1.2994 1.1444
35 H 2.2310 -0.8608 2.7201
36 H 2.8176 0.7996 2.9259
37 H 2.5894 -0.1901 0.1223
38 H 1.7110 1.7018 -0.4570
39 H 1.4062 3.6317 0.7963
40 H 3.6157 3.4856 2.3056
41 H 3.8812 2.0890 1.1237
42 H -2.7597 1.3416 2.9009
43 H -2.8781 0.0607 1.7710
44 H -4.2470 1.1711 0.5125
45 H -2.9922 2.1275 -0.1543
46 H -3.8532 4.0049 0.7307
47 H -6.2110 2.2216 1.4746
48 H -6.2662 3.9543 1.1530
49 H -5.8559 2.8073 -0.2325
50 H -5.0815 4.1830 3.0041
51 H -4.3574 2.5942 3.4397
52 H -3.3271 4.0204 3.1620
53 H -1.2263 -1.9840 4.3719
54 H -1.6708 -0.1914 4.4809
55 H -2.6626 -1.2983 3.4977
56 H -0.5767 -2.4561 0.9197
57 H -1.7295 3.6010 1.8279
58 H -0.2160 4.6365 1.6693
59 H -1.7730 5.2114 1.1459
60 C 4.1797 -0.4800 -4.6107
61 C 3.3110 -1.3455 -3.7224
62 O 4.0519 -2.4754 -3.2300
63 C 4.7961 -2.2564 -2.1467
64 O 4.8850 -1.2093 -1.5711
65 C 5.4875 -3.5525 -1.7112
66 F 6.0022 -4.2258 -2.7531
67 F 4.6223 -4.3792 -1.0946
68 F 6.4907 -3.3219 -0.8580
69 H 4.6133 -1.0739 -5.4171
70 H 3.5958 0.3322 -5.0444
71 H 5.0091 -0.0486 -4.0484
72 H 2.4785 -1.7478 -4.2989
73 H 2.8852 -0.7731 -2.8970
74 C -0.8365 -3.9913 -3.1097
75 C -2.2036 -3.9747 -2.4599
76 O -3.0489 -4.9953 -3.0213
77 C -2.9105 -6.2177 -2.5078
78 O -2.1493 -6.5170 -1.6343
79 C -3.9037 -7.1804 -3.1675
80 F -3.9613 -7.0137 -4.5002
81 F -5.1494 -6.9940 -2.6928
82 F -3.5839 -8.4597 -2.9460
83 H -0.9261 -3.9042 -4.1945
84 H -0.2272 -3.1694 -2.7390
85 H -0.3151 -4.9285 -2.9066
86 H -2.6954 -3.0230 -2.6578
87 H -2.1348 -4.0824 -1.3767

Force components x, y, z for each atom (eV/Å):
-1.138 -0.346 0.148
1.983 -1.598 0.789
-0.369 0.609 0.649
0.189 0.632 -1.307
0.938 0.723 -1.392
-0.234 1.312 0.690
-0.797 -1.012 1.596
0.862 -0.266 -2.195
-0.182 -0.379 0.457
-0.577 -0.782 -0.592
-0.959 0.253 4.964
-0.140 0.722 -2.066
0.637 -0.708 -2.028
-0.224 -0.425 -0.521
-0.375 -0.347 0.396
-1.618 0.525 -0.491
-0.272 1.033 -0.515
0.669 -0.295 1.092
0.015 0.021 0.227
2.220 -1.578 0.939
-1.118 0.893 -1.248
-0.680 0.686 0.337
0.679 0.297 -0.421
-0.628 0.135 0.887
0.456 -0.324 -0.722
0.209 0.289 0.393
-0.546 0.932 -1.345
0.143 -0.384 1.093
0.176 -0.160 1.042
-0.668 1.638 -0.537
0.242 -0.739 1.010
-0.045 0.526 -0.426
-0.234 -0.539 -0.038
0.436 0.574 0.301
-0.061 0.751 -0.308
-0.565 0.024 -0.713
-0.081 0.202 0.175
-0.266 -0.109 0.652
-0.463 -0.909 0.282
-0.306 -0.707 -0.321
-0.275 0.404 0.287
0.069 0.299 -0.815
0.578 0.612 -0.188
0.817 0.013 0.468
0.296 -0.332 0.755
-0.097 -0.491 0.477
0.114 0.293 -0.711
0.217 -0.421 -0.580
-0.070 0.126 0.566
0.456 -0.479 -0.065
-0.086 0.488 -0.277
-0.356 -0.477 -0.358
-0.024 0.566 -0.302
0.272 -0.645 -0.078
0.579 -0.122 0.392
-0.119 0.360 0.075
0.597 0.077 -0.295
-0.474 -0.552 -0.270
0.308 -0.658 0.082
0.345 -0.049 0.082
-0.353 0.543 -0.437
0.221 -0.347 0.428
-0.710 0.646 -0.570
0.230 -0.341 0.258
0.771 -1.084 0.321
-0.221 0.339 0.055
-0.089 0.394 -0.157
-0.348 0.296 -0.191
-0.136 0.004 -0.030
-0.024 -0.045 0.035
-0.103 0.064 0.039
0.127 -0.277 0.108
0.178 -0.106 0.109
0.162 -0.390 -0.175
0.467 0.591 0.100
-0.369 -0.451 0.009
0.490 0.968 0.295
-0.254 -0.406 -0.160
-0.728 -0.893 -0.624
0.184 0.168 0.296
0.344 0.204 0.098
0.178 0.415 0.159
-0.060 0.100 0.041
-0.107 -0.184 -0.087
-0.041 0.028 0.084
-0.195 -0.186 -0.114
-0.069 -0.230 -0.066


Record 3
Computed, not measured: the molecule C8H12, with ωB97M-V/def2-TZVPD.

Output
* SMILES: C=CC(=C)C(=C)CC
* ΔE to the lowest compared entry with this formula, charge and spin: 23.5 kcal/mol
* net charge: 0
* multiplicity: 1
* strongest force on any atom: 1.95 eV/Å
* lowest unoccupied orbital energy: 1.0 eV

Cartesian coordinates (Å):
1 C -0.1819 0.4247 2.0801
2 C -0.8454 -0.7132 1.2532
3 C 0.0594 -1.0699 0.0923
4 C 0.3698 -2.3419 -0.1384
5 C 1.6688 0.1642 -1.2964
6 C 0.4400 0.0554 -0.7811
7 C -0.6559 0.8091 -1.4496
8 C -0.6744 2.1322 -1.4357
9 H -0.3551 1.3784 1.6018
10 H -0.5368 0.4230 3.1141
11 H 0.8722 0.1791 2.2245
12 H -1.0734 -1.5591 1.8892
13 H -1.7799 -0.2903 0.8634
14 H -0.0314 -3.1398 0.4737
15 H 1.0794 -2.5777 -0.9220
16 H 1.9301 0.8981 -2.0476
17 H 2.4884 -0.4018 -0.8674
18 H -1.5222 0.2485 -1.7863
19 H 0.1048 2.6247 -0.8658
20 H -1.3564 2.7563 -2.0021

Force components x, y, z for each atom (eV/Å):
-0.030 -1.306 0.563
0.220 1.317 -0.083
-1.034 -0.382 0.946
0.570 0.338 -0.224
0.314 0.370 0.876
0.275 -0.765 -1.778
-0.423 0.106 1.183
0.418 0.364 -0.211
0.298 0.284 0.059
-0.488 0.277 -0.198
0.177 0.399 -0.432
0.007 -0.281 -0.076
-0.070 -0.296 0.048
0.147 0.021 0.054
-0.224 -0.231 -0.152
-0.193 -0.045 -0.085
-0.022 -0.092 -0.076
0.202 -0.144 -0.426
0.085 0.255 -0.240
-0.230 -0.190 0.251


Record 4
Computed, not measured: a cluster of 2 separate species, C10H23N5 in total, with ωB97M-V/def2-TZVPD.

Output
* ΔE to the lowest compared entry with this formula, charge and spin: 63.8 kcal/mol
* net charge: +2
* multiplicity: 1
* strongest force on any atom: 5.99 eV/Å
* lowest unoccupied orbital energy (alpha / beta): -6.3 / -6.2 eV

Cartesian coordinates (Å):
1 C 1.3989 0.6910 8.1021
2 C 0.0001 -1.2768 -8.0037
3 C -1.0707 -2.1141 -7.2220
4 C -0.7011 -0.0056 -8.3309
5 C -2.3383 -1.6274 -7.8147
6 C 0.1085 -0.0002 7.9070
7 C -3.5755 -2.3981 -7.8574
8 C 0.3685 2.2416 9.7059
9 C -3.1687 0.3077 -9.0067
10 C 4.5464 0.4032 6.3980
11 N 2.3980 0.1821 7.3518
12 N 1.4501 1.7188 8.9817
13 N -2.1980 -0.4846 -8.3823
14 N 2.7108 2.2273 9.0999
15 N 3.4695 0.8189 7.2707
16 H 0.7575 -1.2165 -7.3382
17 H 0.4171 -1.6487 -8.9189
18 H -1.1282 -3.1587 -7.4692
19 H -0.8872 -1.8206 -6.1494
20 H -0.7285 0.7068 -7.4679
21 H -0.4500 0.5681 -9.3219
22 H -0.7894 0.3254 8.5211
23 H 0.2637 -1.2100 7.9879
24 H -0.2280 0.1307 6.8419
25 H -4.3553 -2.2440 -8.5745
26 H -4.0058 -2.2529 -6.9182
27 H -3.3882 -3.4518 -7.9388
28 H -0.0980 1.5366 10.4591
29 H 0.7460 3.0237 10.2701
30 H -0.3583 2.6084 9.0343
31 H -3.6033 -0.1070 -9.9259
32 H -3.9602 0.4504 -8.3483
33 H -2.6509 1.2433 -9.2161
34 H 5.3505 -0.0293 7.0911
35 H 4.2642 -0.2407 5.5049
36 H 4.9592 1.4504 5.9914
37 H 2.7022 2.9910 9.7629
38 H 3.7725 1.6614 7.9233

Force components x, y, z for each atom (eV/Å):
-1.704 -0.661 0.769
-1.870 -0.870 -1.185
0.441 0.818 -0.723
-1.972 1.995 -0.097
-0.092 1.057 -0.894
-1.794 -2.903 -0.763
0.055 -0.714 -0.325
-1.836 -1.351 1.685
0.022 1.015 -1.816
1.765 1.403 -1.030
-0.979 1.249 0.361
5.696 -0.711 -1.725
3.031 -1.112 0.194
-2.317 0.005 0.416
2.970 1.082 0.302
2.734 0.893 1.803
-0.147 -1.000 -0.390
0.911 -0.714 0.709
-0.846 -0.890 -0.855
0.355 -0.249 -0.837
-0.454 -1.329 1.949
1.505 -0.482 -0.466
-0.430 3.065 0.064
0.375 -0.075 0.860
-0.024 0.988 -0.711
-1.038 0.031 1.867
0.498 -0.576 0.204
0.617 0.407 -1.157
0.590 1.676 1.036
-0.993 0.354 -0.653
0.490 -0.091 0.094
-1.487 0.593 1.180
-0.617 0.150 -0.212
-0.971 0.339 -1.332
0.175 0.659 1.552
-0.625 -2.455 0.709
-0.230 0.185 0.298
-1.802 -1.779 -0.881


Record 5
Computed, not measured: a cluster of 2 separate species, C2H3NO in total, with ωB97M-V/def2-TZVPD.

Output
* SMILES: C#C.N=O
* ΔE to the lowest compared entry with this formula, charge and spin: 133.6 kcal/mol
* net charge: 0
* multiplicity: 1
* strongest force on any atom: 3.93 eV/Å
* lowest unoccupied orbital energy (alpha / beta): -0.3 / -0.3 eV

Cartesian coordinates (Å):
1 C 0.3329 -0.3103 -0.0811
2 C -0.3653 0.0832 0.8425
3 N -0.5391 1.7937 -2.1551
4 O -1.1561 1.3470 -1.1948
5 H 1.3068 -0.5142 -0.4577
6 H -1.3266 0.1228 1.3493
7 H -0.8423 1.4336 -3.1450

Force components x, y, z for each atom (eV/Å):
0.519 0.473 2.740
-0.664 -1.600 -1.240
-0.630 -0.112 1.322
0.405 1.293 -3.685
-0.081 -0.161 -0.709
0.837 0.444 0.023
-0.386 -0.337 1.550